# C29H38NO5S

2 unconnected molecules or ions with the total composition C29H38NO5S in a non-equilibrium geometry (ωB97M-V/def2-TZVPD, the Open Molecules 2025 dataset).

Structure (XYZ):
```
74
Properties=species:S:1:pos:R:3:forces:R:3:mulliken_charge:R:1
C -0.207408 3.726976 -4.341057 -0.079 -0.116 0.127 -1.567
C -0.814885 2.703736 -3.406295 -0.163 -0.114 0.557 0.262
O -0.990629 3.295857 -2.114834 -0.182 -0.110 -1.067 -0.257
C -1.673956 2.576137 -1.144157 0.531 -0.901 2.173 -0.535
C -0.868777 2.541409 0.090085 -0.916 1.818 -0.277 1.478
C -1.348333 2.104212 1.414029 -0.148 0.691 -0.030 0.197
O -1.147875 2.833127 2.403373 0.169 -0.579 0.174 -0.728
C -2.050075 0.813754 1.707148 -0.338 -0.161 -0.195 -1.009
C -1.116593 -0.220973 2.339351 0.288 -0.349 -0.253 -0.101
C -0.330820 0.176069 3.599019 -0.224 -0.241 0.050 -1.355
C 1.184946 0.332272 3.347288 0.097 -0.126 0.182 -0.541
C 1.773168 1.714417 3.645652 0.201 0.311 0.129 -0.704
C 2.864053 2.170129 2.664612 -0.138 0.025 -0.310 -1.279
C 2.317742 2.678949 1.321286 -0.063 0.203 0.039 0.757
C 1.784109 4.117970 1.396023 0.158 -0.124 -0.097 -0.781
C 0.967843 4.482328 0.143985 0.718 0.357 0.436 -0.923
C -0.462457 4.054673 0.229607 -0.519 -0.327 -0.140 -1.132
O -2.788310 2.109779 -1.313556 0.061 -0.029 -0.975 -0.680
H -0.055590 3.256011 -5.314457 0.011 0.075 -0.054 0.436
H -0.863680 4.589230 -4.457639 0.061 0.055 -0.008 0.346
H 0.768049 4.047125 -3.959335 -0.203 0.051 -0.042 0.296
H -1.781857 2.312009 -3.767505 0.321 0.153 0.016 0.240
H -0.099970 1.874928 -3.297938 -0.324 0.285 -0.066 0.046
H -2.849935 1.027822 2.420543 -0.041 0.174 -0.082 0.487
H -2.503475 0.429903 0.793355 0.027 -0.154 0.230 0.383
H -1.692114 -1.139279 2.522318 -0.011 0.308 -0.021 0.902
H -0.391725 -0.486147 1.561791 -0.096 -0.014 0.403 -0.241
H -0.768011 1.082320 4.030673 0.233 -0.082 -0.011 0.598
H -0.465751 -0.636602 4.327377 -0.030 0.232 0.002 0.404
H 1.697703 -0.392247 3.996159 0.086 0.057 -0.219 0.473
H 1.436904 0.033043 2.318298 -0.183 0.143 0.146 0.241
H 0.973079 2.466015 3.678305 0.129 -0.158 -0.114 0.277
H 2.218823 1.686270 4.647336 -0.111 0.101 0.009 0.506
H 3.449220 2.973286 3.136353 0.020 -0.127 -0.121 0.368
H 3.551314 1.344062 2.446288 0.026 -0.040 0.276 0.396
H 3.107945 2.649320 0.549660 -0.184 -0.044 0.223 0.435
H 1.504491 2.033973 0.952236 0.221 0.056 0.162 -0.740
H 1.153412 4.229832 2.296597 0.140 -0.006 -0.379 0.204
H 2.630052 4.822642 1.505311 -0.145 -0.278 0.027 0.508
H 0.957980 5.577949 0.060299 0.140 -0.050 -0.148 0.328
H 1.443418 4.076862 -0.762111 0.002 0.102 0.142 0.343
H -1.007070 4.578889 -0.566865 0.218 0.261 0.594 0.524
H -0.860173 4.351615 1.212524 0.178 0.189 -0.553 0.546
C 0.127693 -7.486379 1.819190 0.198 -0.284 0.053 -1.421
C -0.332440 -6.184203 1.231629 0.047 0.273 -0.171 1.048
C -1.051896 -6.172086 0.032224 -0.031 0.260 0.165 -0.630
C -1.518423 -4.975513 -0.510136 0.303 0.395 0.185 -0.530
C -1.206486 -3.767488 0.137167 -0.171 -0.252 0.277 0.012
S -1.996207 -2.253329 -0.403422 1.456 2.875 0.885 1.394
N -0.787423 -1.006032 -0.301492 -0.942 -2.682 -1.583 0.360
C -0.732190 -0.137821 -1.277743 -1.804 -1.794 -0.772 -1.437
C 0.026516 -0.491694 -2.507371 1.407 0.068 0.447 0.191
C -0.566104 -0.345254 -3.770659 -0.278 0.093 0.275 -0.181
C 0.123641 -0.709742 -4.925523 -0.046 -0.116 0.206 -0.727
C 1.391047 -1.292360 -4.812882 -0.206 0.039 0.182 -0.448
C 1.941198 -1.544125 -3.548854 -0.010 0.127 0.314 -0.564
C 1.273486 -1.130801 -2.386879 -0.362 -0.147 -0.898 -0.414
O -2.352190 -2.401979 -1.791431 -0.119 -0.273 0.250 -0.718
O -3.003326 -1.960691 0.587235 0.049 -0.688 -0.573 -0.629
C -0.492114 -3.766573 1.335845 0.027 -0.065 -0.258 -0.487
C -0.036969 -4.971557 1.863599 -0.217 -0.052 -0.221 -0.829
H 0.638157 -7.324876 2.773035 -0.062 -0.056 -0.125 0.340
H -0.708143 -8.174602 1.993562 0.089 0.165 -0.027 0.331
H 0.825626 -7.998717 1.143197 -0.106 0.104 0.137 0.312
H -1.251695 -7.120090 -0.469214 -0.066 0.248 0.085 0.359
H -2.123904 -4.971218 -1.413258 0.192 0.093 0.122 0.456
H -1.596311 0.504534 -1.462232 0.270 0.045 0.124 1.114
H -1.598871 0.030317 -3.820520 0.616 -0.059 -0.034 0.480
H -0.346152 -0.539773 -5.903875 0.293 -0.189 0.446 0.390
H 1.926926 -1.578561 -5.715750 -0.037 0.011 0.200 0.375
H 2.899269 -2.068977 -3.456240 -0.360 0.268 -0.116 0.363
H 1.644057 -1.357720 -1.388989 0.061 0.180 -0.228 0.403
H -0.305571 -2.829163 1.853972 0.026 -0.112 -0.145 0.385
H 0.544020 -4.973180 2.784680 -0.158 0.009 -0.138 0.295
```
Positions in Å, forces in eV/Å.

F_max in Eh/bohr: 0.0650
Multiplicity: 1
Charge: -1
Calculated total energy in eV: -53249.8445
Highest occupied orbital energy in eV: -4.0